ORCA calculation (ωB97M-V/def2-TZVPD) on a cluster of 2 separate species, C5H14S in total at a distorted geometry.

XYZ file:
```
20
Properties=species:S:1:pos:R:3:lowdin_charge:R:1
H -0.96 -2.38 -2.02 0.088
C -0.38 -1.24 -0.28 -0.474
H -0.49 0.85 2.63 0.074
H 2.86 2.97 -2.34 0.065
H 1.29 1.16 -1.80 0.050
H 0.34 2.44 -2.55 0.063
C -1.33 -2.14 -1.04 -0.154
H 2.65 3.12 -0.58 0.061
H 0.60 -1.77 -0.28 0.129
H -2.36 -1.79 -1.09 0.090
H 0.55 0.60 1.25 0.043
H -0.40 -0.24 -0.73 0.088
H 0.34 2.37 -0.84 0.051
H -1.41 -3.11 -0.52 0.084
C 2.15 3.18 -1.56 -0.157
H 0.91 -0.38 2.68 0.075
H 1.82 4.22 -1.43 0.074
S -0.89 -1.24 1.42 1.195
C 0.11 0.11 2.11 -0.261
C 0.98 2.20 -1.71 -0.182
```

Calculated values
LUMO level (alpha / beta): -3.4 / -8.4 eV
Multiplicity: 2
Molar mass: 106.2 Da
<S²>: 0.753
Largest force on an atom: 1.711 eV/Å
Net charge: +1